A molecular structure, C22H38BN4O18V in a non-equilibrium geometry, computed with ωB97M-V/def2-TZVPD.

The HOMO energy is -0.121 hartree. As for the total charge: -2. For the energy above the lowest of the compared OMol25 structures with the same formula, charge and spin, the calculation gives 461.3 kJ/mol.

```
84
C22H38BN4O18V (ωB97M-V/def2-TZVPD)
V -0.513 -2.627 0.180
O 2.030 0.842 2.566
O -0.692 -1.940 1.611
O 2.872 -3.858 -1.637
O 0.549 -1.348 -5.437
O 1.896 -0.340 -2.037
O 1.494 -3.652 0.059
O -1.320 -1.457 -4.143
O -0.308 0.816 -4.551
O -0.447 -2.794 -2.374
O 3.496 -2.822 0.093
O -1.243 -4.096 0.239
O -0.040 2.890 -5.336
O -1.388 -0.132 -6.293
O 1.795 -2.924 -4.293
O 0.572 -0.766 -0.546
O 0.696 1.310 -1.339
O -1.548 1.630 -7.728
O -2.270 -1.535 -0.871
N 2.623 -3.479 -0.468
N -3.589 -0.978 -0.700
N 2.384 0.428 3.869
N 1.102 0.107 -1.181
C -4.528 -3.034 -0.002
C -0.409 1.735 -5.516
C -6.253 0.122 -1.435
C -0.433 -2.227 -3.506
C 2.002 0.194 6.373
C -5.158 1.009 -0.932
C -2.854 1.314 -0.070
C 4.526 -0.746 3.114
C 2.414 -1.217 6.388
C 3.519 -1.356 5.245
C -3.257 0.699 -2.603
C -4.747 -1.846 -0.971
C 0.065 0.350 4.862
C 2.396 -2.082 3.126
C 1.566 2.424 5.110
C 0.787 -2.227 -4.456
C 3.173 -0.907 3.846
C -4.838 -2.403 -2.427
C -3.721 0.507 -1.112
C -1.174 1.109 -6.685
C -6.122 -1.298 -0.734
C 1.583 0.855 4.981
B -0.630 -0.534 -5.082
H 1.143 0.171 7.044
H 3.801 -2.408 5.216
H -2.968 0.868 0.918
H 2.795 -1.350 7.400
H 1.182 2.767 4.149
H 1.499 -2.390 3.664
H -5.311 -3.775 0.161
H -3.855 -2.423 -2.899
H -0.358 0.310 5.866
H -5.466 -1.818 -3.098
H 4.981 0.144 3.549
H -1.853 1.384 -0.494
H -0.403 1.093 4.216
H 2.780 0.854 6.755
H 4.315 -0.548 2.063
H -4.362 -2.531 0.951
H -3.623 1.643 -3.006
H -2.173 -1.435 -1.821
H 1.596 -1.929 6.276
H 4.393 -0.792 5.572
H -0.096 -0.667 4.507
H -5.348 1.168 0.129
H -3.157 2.362 -0.061
H -6.930 -1.813 -1.254
H 5.183 -1.587 3.336
H -6.339 -1.117 0.319
H -3.628 -3.648 0.015
H 0.829 2.894 5.762
H -6.046 -0.032 -2.494
H 2.581 2.804 5.222
H 2.533 1.650 2.444
H -2.176 0.645 -2.731
H 2.140 -1.742 2.123
H -5.275 -3.401 -2.461
H -3.621 -0.084 -3.268
H -7.228 0.585 -1.279
H 2.892 -3.024 2.893
H -5.208 1.879 -1.586
```



7 unconnected molecules or ions with the total composition C22H41BBr12O9S in a non-equilibrium geometry, computed with ωB97M-V/def2-TZVPD.

Its structure (SMILES) is CC[C@@]1(C[C@@H]2CO2)OS(=O)(=O)O[C@@]1(CB(O)O)CC(=O)O.BrCCBr.BrCCBr.BrCCBr.BrCCBr.BrCCBr.BrCCBr. The HOMO energy is -0.356 hartree. As for the total charge: 0.

```
86
C22H41BBr12O9S (ωB97M-V/def2-TZVPD)
Br 7.478 1.655 6.180
Br 7.213 -0.916 3.517
Br -5.748 -1.809 -1.996
Br -10.969 0.735 -7.730
Br -7.896 -0.905 -6.508
Br 1.880 -1.370 5.829
Br -10.552 -4.455 -5.304
Br 4.982 -3.163 6.722
Br -7.733 -6.356 -3.856
Br -2.558 3.674 -4.300
Br -5.882 2.785 -2.884
Br -2.518 -0.932 -3.521
S 2.815 -0.731 0.626
O 2.177 -1.759 1.378
O -0.249 2.121 -0.999
O 1.830 0.470 0.273
O 0.205 -0.808 3.137
O 3.757 0.088 1.616
O 3.466 -1.238 -0.528
O 6.791 1.644 -0.254
O -0.862 3.752 0.564
O -0.814 0.275 1.486
C -7.860 -4.469 -4.321
C -3.079 3.265 -2.466
C -9.292 -1.587 -7.683
C 1.168 1.308 2.439
C -3.953 -2.407 -1.532
C 0.104 0.228 2.276
C 3.500 -3.728 5.594
C -4.100 2.168 -2.394
C -9.788 -0.524 -8.626
C 2.974 -2.589 4.766
C 6.580 0.923 0.967
C 1.590 2.940 0.643
C 8.646 0.343 3.909
C -2.961 -1.286 -1.658
C 3.566 1.490 1.419
C 5.553 1.034 -0.113
C 2.051 1.590 1.168
C -9.217 -3.910 -3.995
C 4.357 1.957 0.158
C 4.074 1.733 3.960
C 8.847 0.522 5.390
C 4.036 2.400 2.564
B 0.099 2.934 0.039
H 4.082 0.646 3.923
H 8.401 1.269 3.398
H 4.774 2.953 0.244
H 1.855 0.963 3.214
H 2.748 -4.154 6.250
H -0.468 4.508 1.003
H 3.345 3.237 2.625
H 4.943 2.030 4.539
H -8.828 -2.401 -8.236
H -2.018 -1.550 -1.184
H 6.516 1.552 1.836
H -3.724 -3.252 -2.173
H -7.608 -4.386 -5.373
H 9.787 1.034 5.585
H -8.984 0.057 -9.066
H 3.203 2.058 4.526
H 8.828 -0.417 5.933
H -2.164 2.947 -1.973
H -4.195 1.811 -1.371
H 1.620 3.669 1.449
H 9.535 -0.093 3.459
H 5.347 0.140 -0.678
H -10.389 -0.969 -9.416
H -7.095 -3.976 -3.727
H -3.324 -0.355 -1.236
H 3.906 -4.507 4.953
H 1.138 -0.969 3.328
H 6.962 -0.081 0.943
H -10.074 -1.986 -7.045
H 2.248 3.347 -0.133
H 2.313 -2.960 3.984
H 3.763 -1.993 4.316
H -3.860 1.337 -3.050
H 0.433 2.079 -1.673
H 0.731 2.215 2.845
H 3.758 1.861 -0.750
H -9.583 -4.224 -3.023
H 5.007 2.839 2.370
H -9.199 -2.823 -4.043
H -3.421 4.197 -2.028
H -4.020 -2.745 -0.500
```



ClNOS in the gas phase in a non-equilibrium geometry, computed with ωB97M-V/def2-TZVPD.

The HOMO energy (alpha / beta) is -0.361 / -0.377 hartree. As for the total charge: 0. For the energy above the lowest of the compared OMol25 structures with the same formula, charge and spin, the calculation gives 0.0 kJ/mol.

```
4
ClNOS (ωB97M-V/def2-TZVPD)
Cl 2.133 -0.114 -0.052
S -0.835 -0.676 0.044
O -1.942 0.249 -0.101
N 0.644 0.541 0.109
```



2 unconnected molecules or ions with the total composition C5H10O2S in a non-equilibrium geometry, computed with ωB97M-V/def2-TZVPD.

The HOMO energy (alpha / beta) is -0.342 / -0.342 hartree. As for the total charge: 0. For the energy above the lowest of the compared OMol25 structures with the same formula, charge and spin, the calculation gives 210.7 kJ/mol.

```
18
C5H10O2S (ωB97M-V/def2-TZVPD)
S 0.878 -2.165 -0.228
O 1.524 -1.339 -1.231
O 1.718 -2.652 0.834
C -0.125 -0.113 0.948
C -0.017 1.218 -1.183
C 1.238 0.468 1.223
C -2.069 -0.156 -0.406
C -0.721 0.384 -0.133
H -2.156 -1.293 -0.410
H 1.274 1.226 2.029
H 1.761 0.833 0.402
H 0.292 2.153 -0.692
H 0.918 0.830 -1.535
H 2.005 -0.267 1.703
H -0.806 1.321 -1.999
H -2.376 0.086 -1.367
H -2.884 0.171 0.338
H -0.455 -0.705 1.710
```



A gas-phase ion, C6H16NOS (charge +1) in a non-equilibrium geometry, computed with ωB97M-V/def2-TZVPD.

The HOMO energy (alpha / beta) is -0.359 / -0.501 hartree. As for the total charge: +1. The expectation value of S² is 2.01. Its multiplicity is 3. For the energy above the lowest of the compared OMol25 structures with the same formula, charge and spin, the calculation gives 169.1 kJ/mol.

```
25
C6H16NOS (ωB97M-V/def2-TZVPD)
S -0.732 0.602 0.104
O -0.719 0.684 1.754
N 1.243 -1.085 0.843
C -1.658 -2.123 0.299
C 0.710 1.370 -0.560
C -1.974 1.835 -0.418
C 2.328 -0.425 0.156
C 2.028 1.054 0.094
C -1.162 -1.122 -0.685
H 1.448 -2.066 0.941
H -1.880 1.809 -1.556
H 1.976 1.506 1.130
H -0.831 -2.318 1.032
H 2.312 -0.919 -0.793
H -0.188 -1.335 -1.138
H -2.948 1.499 -0.151
H 2.826 1.478 -0.430
H 1.111 -0.771 1.802
H -2.619 -1.756 0.911
H 3.308 -0.638 0.692
H -1.801 -0.855 -1.459
H -1.745 2.934 -0.093
H 0.674 1.306 -1.610
H 0.295 2.366 -0.597
H -2.003 -3.028 -0.266
```



5 unconnected molecules or ions with the total composition C4H17INO4 in a non-equilibrium geometry, computed with ωB97M-V/def2-TZVPD.

The HOMO energy is -0.166 hartree. As for the total charge: -1. For the energy above the lowest of the compared OMol25 structures with the same formula, charge and spin, the calculation gives 105.7 kJ/mol.

```
27
C4H17INO4 (ωB97M-V/def2-TZVPD)
I 1.285 0.951 -1.998
O -0.238 -2.624 1.944
O -0.107 1.675 -5.261
O 2.672 3.121 0.480
O 0.251 3.894 -0.482
N -1.343 0.637 0.414
C 0.905 -3.337 2.377
C -1.540 -0.698 1.051
C -1.957 -1.687 -0.090
C -0.167 -1.199 1.748
H 0.776 -4.419 2.341
H 0.663 1.448 -5.782
H -2.177 0.754 -0.142
H 1.737 -3.018 1.749
H 3.546 3.333 0.151
H -2.814 -1.283 -0.630
H -0.044 -0.624 2.666
H -1.262 -1.689 -0.930
H 0.397 3.168 -1.089
H -0.620 0.513 -0.280
H -2.323 -0.588 1.801
H 2.565 2.189 0.291
H 0.220 1.734 -4.363
H -1.886 -2.702 0.300
H 0.783 -1.011 1.248
H -0.470 4.391 -0.871
H 1.148 -2.929 3.358
```



no.,molecular weight (g/mol)
1,708.31
2,1451.29
3,97.53
4,134.20
5,150.27
6,270.09